Entry 1:
DFT (the ωB97M-V functional and the def2-TZVPD basis) results for a structure of composition C5H7NO at a distorted geometry.

gap between HOMO and LUMO: 10.460 eV
DFT total energy: -324.6181 hartree

Structure (ORCA input):
```
! RIJCOSX wB97M-V def2-TZVPD def2/J DEFGRID3
* xyz 0 1
N -0.894 -1.187 1.736
C -0.538 -0.070 1.312
O 0.539 0.775 1.482
C 0.372 1.226 0.086
C 1.061 0.179 -0.821
C -0.286 -0.587 -0.988
C -0.949 0.457 -0.038
H -0.211 -1.861 1.963
H 0.501 2.303 -0.021
H 1.800 -0.367 -0.231
H 1.531 0.541 -1.737
H -0.301 -1.589 -0.545
H -0.675 -0.676 -2.004
H -1.949 0.856 -0.196
*
```

Here are the Mulliken charges for atoms 1 to 6, given in e: -0.7022, 0.4541, -0.4230, -0.0232, -0.6274, -0.7230

=====

Entry 2:
DFT (the ωB97M-V functional and the def2-TZVPD basis) results for a structure of composition C58H48N5O2PSTi at a distorted geometry.

gap between HOMO and LUMO: 6.987 eV
DFT total energy: -4252.3842 hartree

Structure (ORCA input):
```
! RIJCOSX wB97M-V def2-TZVPD def2/J DEFGRID3
* xyz 0 1
Ti -0.010 -0.302 -0.076
N -2.420 -4.367 -0.108
C -2.041 -3.099 -0.466
S -1.019 -2.862 -1.784
N -2.531 -2.155 0.341
N -2.125 -0.925 -0.051
C -2.938 0.040 0.200
C -2.806 1.319 -0.487
C -3.720 2.350 -0.287
C -3.694 3.428 -1.157
C -2.767 3.440 -2.185
C -1.852 2.397 -2.263
N -1.863 1.367 -1.434
H -2.323 -5.064 -0.824
H -3.225 -4.432 0.496
H -3.848 -0.179 0.754
H -4.448 2.287 0.512
H -4.398 4.242 -1.040
H -2.734 4.247 -2.904
H -1.077 2.381 -3.025
O 0.033 1.288 0.727
C -0.092 2.178 1.820
C -1.164 1.584 2.757
C -0.831 0.236 3.341
C -0.844 0.077 4.723
C -0.507 -1.145 5.270
C -0.149 -2.169 4.415
C -0.182 -1.951 3.043
C 0.262 -3.035 2.114
C 1.499 -2.628 1.293
O 1.125 -1.534 0.464
C 1.964 -3.775 0.392
C 3.106 -3.577 -0.377
C 3.567 -4.569 -1.226
C 2.901 -5.785 -1.302
C 1.771 -5.993 -0.530
C 1.300 -4.991 0.309
C 2.606 -2.224 2.260
C 2.855 -0.900 2.586
C 3.808 -0.585 3.548
C 4.514 -1.586 4.195
C 4.267 -2.915 3.873
C 3.321 -3.229 2.913
N -0.550 -0.775 2.512
C -0.571 3.536 1.282
C -0.305 3.889 -0.033
C -0.611 5.157 -0.504
C -1.207 6.089 0.330
C -1.481 5.744 1.646
C -1.155 4.484 2.121
C 1.255 2.464 2.489
C 1.443 2.445 3.865
C 2.652 2.847 4.422
C 3.698 3.249 3.608
C 3.523 3.261 2.230
C 2.307 2.890 1.684
H -2.078 1.514 2.164
H -1.371 2.267 3.577
H -1.108 0.914 5.356
H -0.503 -1.290 6.343
H 0.158 -3.135 4.792
H -0.536 -3.282 1.424
H 0.496 -3.928 2.694
H 3.634 -2.636 -0.308
H 4.452 -4.392 -1.824
H 3.262 -6.564 -1.961
H 1.237 -6.934 -0.591
H 0.392 -5.165 0.871
H 2.325 -0.108 2.073
H 4.000 0.454 3.780
H 5.255 -1.334 4.943
H 4.818 -3.707 4.364
H 3.146 -4.266 2.649
H 0.148 3.156 -0.686
H -0.387 5.413 -1.533
H -1.450 7.078 -0.038
H -1.936 6.466 2.313
H -1.336 4.258 3.163
H 0.650 2.137 4.529
H 2.771 2.836 5.499
H 4.642 3.556 4.041
H 4.327 3.575 1.574
H 2.172 2.943 0.615
C 4.875 4.909 -2.286
C 3.508 4.663 -2.235
C 3.043 3.426 -1.823
C 3.927 2.408 -1.459
C 5.294 2.665 -1.516
C 5.763 3.908 -1.925
P 3.209 0.836 -0.841
C 4.676 -0.259 -0.897
C 5.108 -1.007 -1.991
C 6.228 -1.819 -1.890
C 6.932 -1.898 -0.696
C 6.517 -1.154 0.398
C 5.398 -0.340 0.293
C 2.148 0.380 -2.254
C 2.616 0.515 -3.567
C 1.797 0.241 -4.644
C 0.482 -0.139 -4.411
C 0.003 -0.228 -3.115
C 0.813 0.024 -1.998
H 5.243 5.874 -2.611
H 2.805 5.438 -2.516
H 1.975 3.236 -1.800
H 6.001 1.894 -1.236
H 6.830 4.089 -1.964
H 4.550 -0.991 -2.917
H 6.546 -2.402 -2.746
H 7.798 -2.545 -0.618
H 7.050 -1.217 1.339
H 5.068 0.229 1.154
H 3.625 0.870 -3.745
H 2.176 0.333 -5.655
H -0.178 -0.357 -5.243
H -1.029 -0.512 -2.967
*
```

Here are the Mulliken charges for atoms 1 to 6, given in e: -2.2425, -0.2911, 0.4692, -0.4343, -1.6571, 1.3709

=====

Entry 3:
DFT (the ωB97M-V functional and the def2-TZVPD basis) results for a cluster of 2 separate species, C10H15N3O4 in total at a distorted geometry.

SMILES string: CNC(=O)CNC(C)=O.Oc1cccnc1O
gap between HOMO and LUMO: 8.376 eV
DFT total energy: -855.3169 hartree

Structure (ORCA input):
```
! RIJCOSX wB97M-V def2-TZVPD def2/J DEFGRID3
* xyz 0 1
C -2.639 2.131 -1.604
N -2.223 1.117 -0.636
C -0.996 0.700 -0.291
O -0.903 -0.275 0.438
C 0.319 1.341 -0.779
N 0.278 2.714 -1.294
C 0.060 3.787 -0.535
C 0.092 5.125 -1.239
O -0.174 3.729 0.662
H -3.690 1.980 -1.857
H -2.049 2.052 -2.519
H -2.529 3.126 -1.172
H -2.958 0.604 -0.173
H 1.019 1.311 0.058
H 0.717 0.695 -1.561
H 0.470 2.858 -2.271
H 1.064 5.268 -1.707
H -0.074 5.911 -0.503
H -0.694 5.158 -1.990
O 3.187 -4.058 0.231
C 2.037 -3.999 0.983
C 1.753 -5.003 1.906
C 0.573 -4.898 2.649
C -0.282 -3.809 2.448
N -0.011 -2.846 1.560
C 1.113 -2.941 0.858
O 1.280 -1.907 0.012
H 3.228 -3.272 -0.345
H 2.437 -5.837 2.038
H 0.312 -5.654 3.381
H -1.195 -3.741 3.032
H 0.481 -1.367 0.218
*
```

Here are the Mulliken charges for atoms 1 to 6, given in e: -0.7852, -0.1763, 0.5759, -0.7617, -0.7839, -0.1113

=====

Entry 4:
DFT (the ωB97M-V functional and the def2-TZVPD basis) results for a structure of composition C3H6AlO7S at a distorted geometry.

gap between HOMO and LUMO: 3.718 eV
DFT total energy: -1284.7290 hartree

Structure (ORCA input):
```
! RIJCOSX wB97M-V def2-TZVPD def2/J DEFGRID3
* xyz 1 1
Al -0.362 1.881 2.274
S -3.232 0.116 1.592
O -2.946 1.546 1.333
O -3.419 -0.486 0.286
O -1.986 -0.331 2.216
O -4.348 -0.141 2.476
C 3.303 1.099 -0.914
O 2.323 0.225 -1.480
C 1.248 -0.081 -0.817
O 1.017 0.230 0.340
O 0.505 -0.878 -1.571
C -0.533 -1.615 -0.956
H 4.170 0.995 -1.569
H 3.643 0.661 0.022
H 3.025 2.146 -0.985
H -0.160 -2.420 -0.317
H -1.224 -1.986 -1.701
H -1.025 -0.963 -0.229
*
```

Here are the Mulliken charges for atoms 1 to 6, given in e: 0.9439, 1.3497, -0.3923, -0.2525, -0.3890, -0.2952

=====

Entry 5:
DFT (the ωB97M-V functional and the def2-TZVPD basis) results for a cluster of 3 separate species, C26H54BN3O10PS4 in total at a distorted geometry.

gap between HOMO and LUMO: 9.655 eV
DFT total energy: -3898.3839 hartree

Structure (ORCA input):
```
! RIJCOSX wB97M-V def2-TZVPD def2/J DEFGRID3
* xyz 1 1
C -0.189 5.670 -2.123
C 0.917 4.748 -1.555
C 0.313 3.405 -1.085
C 0.958 2.937 0.225
C 0.590 3.767 1.457
C -0.915 3.952 1.696
C -1.775 2.686 1.573
C -2.215 2.048 2.900
C -1.072 1.755 3.905
C -0.876 0.238 4.050
C -0.168 -0.301 2.781
C -1.109 -1.190 1.936
C -0.296 -2.035 0.955
C -0.992 -2.156 -0.403
C -1.146 -0.762 -1.005
C -1.777 -0.806 -2.407
N -1.405 0.409 -3.238
C 0.067 0.524 -3.596
C 0.838 -0.796 -3.649
S 2.508 -0.407 -4.263
C 3.219 0.202 -2.808
N 4.360 -0.083 -2.409
N 4.601 0.582 -1.214
C 3.536 1.244 -1.006
O 2.614 1.079 -1.936
P -1.768 1.866 -2.205
S -1.581 3.473 -3.240
B -2.359 0.515 -4.447
O -1.861 0.250 -5.648
C -3.894 0.873 -4.318
C -4.279 2.203 -5.047
H -0.289 5.437 -3.181
H -1.142 5.454 -1.650
H 0.041 6.725 -2.009
H 1.619 4.551 -2.363
H 1.474 5.232 -0.758
H 0.535 2.663 -1.863
H -0.774 3.440 -0.996
H 2.040 2.912 0.095
H 0.666 1.897 0.416
H 1.099 3.331 2.313
H 1.042 4.751 1.326
H -1.279 4.754 1.057
H -1.026 4.316 2.719
H -2.692 2.982 1.054
H -1.325 1.904 0.956
H -3.024 2.604 3.367
H -2.653 1.083 2.637
H -0.114 2.154 3.581
H -1.327 2.211 4.859
H -1.860 -0.210 4.169
H -0.232 0.062 4.910
H 0.743 -0.854 2.999
H 0.051 0.578 2.174
H -1.707 -1.808 2.596
H -1.791 -0.499 1.435
H 0.698 -1.627 0.766
H -0.178 -3.027 1.385
H -1.998 -2.549 -0.223
H -0.508 -2.873 -1.069
H -1.833 -0.229 -0.354
H -0.163 -0.297 -1.075
H -1.630 -1.751 -2.920
H -2.853 -0.734 -2.242
H 0.205 1.011 -4.553
H 0.534 1.182 -2.868
H 0.366 -1.563 -4.256
H 0.997 -1.236 -2.668
H 3.458 1.839 -0.116
H -0.783 1.879 -1.203
H -3.026 1.676 -1.614
H -2.506 0.506 -6.321
H -4.428 0.071 -4.836
H -4.261 0.841 -3.293
H -3.386 2.614 -5.512
H -5.081 2.073 -5.761
H -4.564 2.938 -4.303
C 4.064 -2.694 0.091
C 5.225 -3.453 0.688
O 5.297 -2.983 2.043
S 3.828 -2.647 2.572
O 3.348 -3.767 3.298
O 3.823 -1.341 3.111
O 3.092 -2.628 1.147
H 4.358 -1.680 -0.183
H 3.640 -3.195 -0.776
H 6.159 -3.265 0.167
H 5.033 -4.528 0.712
C 0.858 -5.549 4.216
C 0.437 -6.566 5.253
O -0.882 -6.967 4.846
S -0.985 -6.925 3.252
O -0.776 -8.223 2.735
O -2.123 -6.156 2.900
O 0.335 -6.057 2.976
H 0.402 -4.579 4.407
H 1.934 -5.435 4.155
H 0.417 -6.154 6.258
H 1.081 -7.447 5.235
*
```

Here are the Mulliken charges for atoms 1 to 6, given in e: -1.5950, -0.4876, 0.0699, -0.5220, -0.9237, -1.4664

=====

Q: Which of these has the lowest DFT total energy?
A: C58H48N5O2PSTi

=====

What did the first record say?
DFT (the ωB97M-V functional and the def2-TZVPD basis) results for a structure of composition C5H7NO at a distorted geometry.

gap between HOMO and LUMO: 10.460 eV
DFT total energy: -324.6181 hartree

Structure (ORCA input):
```
! RIJCOSX wB97M-V def2-TZVPD def2/J DEFGRID3
* xyz 0 1
N -0.894 -1.187 1.736
C -0.538 -0.070 1.312
O 0.539 0.775 1.482
C 0.372 1.226 0.086
C 1.061 0.179 -0.821
C -0.286 -0.587 -0.988
C -0.949 0.457 -0.038
H -0.211 -1.861 1.963
H 0.501 2.303 -0.021
H 1.800 -0.367 -0.231
H 1.531 0.541 -1.737
H -0.301 -1.589 -0.545
H -0.675 -0.676 -2.004
H -1.949 0.856 -0.196
*
```

Here are the Mulliken charges for atoms 1 to 6, given in e: -0.7022, 0.4541, -0.4230, -0.0232, -0.6274, -0.7230

=====

Q: DFT total energy of number 1 (C5H7NO)?
A: -324.6181 hartree

=====

Q: Look up the DFT total energy of the fifth one.
A: -3898.3839 hartree